# C3H7N3

A 2-piece molecular cluster, C3H7N3 overall in a non-equilibrium geometry (ωB97M-V with the def2-TZVPD basis set, the OMol25 dataset).

Summary:
* LUMO: 0.61 eV
* HOMO level: -9.03 eV

Last columns: bonded neighbours and bond lengths (Å).
CARTESIAN COORDINATES (ANGSTROEM)
1 N -0.4916 1.3944 -0.5370  C6 1.430, H9 0.947, H10 0.952
2 N 2.8247 -0.0189 -0.3909  C4 1.132
3 N -0.5191 -0.9773 -0.9592  C6 1.450, H8 0.969, H12 1.061
4 C 1.9107 0.0129 0.2765  N2 1.132, C5 1.499
5 C 0.6192 -0.1167 1.0254  C4 1.499, C6 1.509, H11 1.100, H13 1.063
6 C -0.4972 0.0818 0.0303  N1 1.430, N3 1.450, C5 1.509
7 H -1.8439 -0.2864 0.7777  no bonds
8 H -1.4198 -1.1893 -1.2461  N3 0.969
9 H -0.8505 1.5306 -1.4030  N1 0.947
10 H -1.0214 1.9381 0.0368  N1 0.952
11 H 0.6415 -1.1898 1.2668  C5 1.100
12 H 0.0582 -1.8136 -0.6541  N3 1.061
13 H 0.5892 0.6342 1.7767  C5 1.063


# C18H20ClN3O

A single C18H20ClN3O molecule (ωB97M-V with the def2-TZVPD basis set, the OMol25 dataset).

Summary:
* LUMO: 0.63 eV
* HOMO level: -7.67 eV

Last columns: bonded neighbours and bond lengths (Å).
CARTESIAN COORDINATES (ANGSTROEM)
1 Cl 4.3985 -0.7354 -1.6345  C14 1.717
2 O 4.3528 1.8596 0.2910  C6 1.213
3 N 2.1321 2.0904 0.0520  C6 1.355, C20 1.406, H26 1.013
4 N -3.2137 0.4300 -0.2213  C15 1.380, C17 1.445, C19 1.448
5 N 3.4870 -2.3914 0.1272  C11 1.322, C14 1.315
6 C 3.2490 1.3572 0.2795  O2 1.213, N3 1.355, C10 1.499
7 C -0.2082 2.4513 0.5078  C13 1.379, C20 1.390, H40 1.081
8 C 2.2389 -1.8119 2.0687  C9 1.386, C11 1.385, H25 1.078
9 C 2.3426 -0.4673 1.7476  C8 1.386, C10 1.389, H41 1.080
10 C 3.0285 -0.0901 0.5998  C6 1.499, C9 1.389, C14 1.397
11 C 2.8373 -2.7343 1.2261  N5 1.322, C8 1.385, H30 1.081
12 C -4.7639 -1.2441 -1.0930  C19 1.526, C21 1.528, H24 1.092, H34 1.091
13 C -1.5316 2.0703 0.4317  C7 1.379, C15 1.401, H33 1.078
14 C 3.5813 -1.1149 -0.1728  Cl1 1.717, N5 1.315, C10 1.397
15 C -1.9069 0.8727 -0.1899  N4 1.380, C13 1.401, C16 1.402
16 C -0.8837 0.0960 -0.7514  C15 1.402, C18 1.378, H36 1.079
17 C -4.2253 1.0201 0.6245  N4 1.445, C22 1.531, H29 1.103, H43 1.090
18 C 0.4361 0.4862 -0.6922  C16 1.378, C20 1.391, H31 1.079
19 C -3.7748 -0.1321 -1.4315  N4 1.448, C12 1.526, H32 1.089, H39 1.104
20 C 0.7963 1.6614 -0.0399  N3 1.406, C7 1.390, C18 1.391
21 C -5.8838 -0.6922 -0.2117  C12 1.528, C22 1.528, C23 1.525, H28 1.097
22 C -5.2487 -0.0473 1.0192  C17 1.531, C21 1.528, H27 1.092, H37 1.091
23 C -6.8709 -1.7850 0.1845  C21 1.525, H35 1.088, H38 1.088, H42 1.088
24 H -4.2415 -2.0407 -0.5599  C12 1.092
25 H 1.7117 -2.1314 2.9531  C8 1.078
26 H 2.2915 3.0886 -0.0159  N3 1.013
27 H -4.7433 -0.8179 1.6047  C22 1.092
28 H -6.4217 0.0801 -0.7744  C21 1.097
29 H -4.7392 1.8508 0.1130  C17 1.103
30 H 2.8005 -3.7962 1.4263  C11 1.081
31 H 1.1906 -0.1246 -1.1621  C18 1.079
32 H -2.9788 -0.5122 -2.0693  C19 1.089
33 H -2.2790 2.7281 0.8460  C13 1.078
34 H -5.1745 -1.6595 -2.0147  C12 1.091
35 H -7.6660 -1.3762 0.8039  C23 1.088
36 H -1.1210 -0.8375 -1.2370  C16 1.079
37 H -6.0166 0.4087 1.6466  C22 1.091
38 H -7.3194 -2.2326 -0.6993  C23 1.088
39 H -4.3048 0.6576 -1.9911  C19 1.104
40 H 0.0516 3.3831 0.9902  C7 1.081
41 H 1.9005 0.2888 2.3801  C9 1.080
42 H -6.3661 -2.5676 0.7467  C23 1.088
43 H -3.7567 1.4038 1.5313  C17 1.090


# C14H19N3O2

A single C14H19N3O2 molecule in a non-equilibrium geometry (ωB97M-V with the def2-TZVPD basis set, the OMol25 dataset).

Summary:
* LUMO: 0.67 eV
* HOMO level: -9.23 eV

Last columns: bonded neighbours and bond lengths (Å).
CARTESIAN COORDINATES (ANGSTROEM)
1 O -0.3301 0.9621 1.2697  N4 1.404, C13 1.325
2 O -0.0661 2.5478 -0.3211  C13 1.212
3 N -1.6693 0.6352 -1.3108  C11 1.357, H32 1.015, H34 1.007
4 N -1.6797 0.6281 1.0728  O1 1.404, C11 1.278
5 N -5.2798 -1.3077 1.0526  C12 1.317, C15 1.323
6 C -4.5891 0.5305 -0.9013  C8 1.392, C19 1.385, H24 1.082
7 C 3.1217 -2.2498 0.4225  C9 1.526, C14 1.525, H28 1.091, H33 1.089
8 C -3.6293 0.0519 -0.0146  C6 1.392, C11 1.480, C12 1.396
9 C 4.1792 -1.7767 -0.5702  C7 1.526, C17 1.533, H25 1.089, H27 1.091
10 C 2.5165 0.0032 -0.1974  C14 1.536, C16 1.529, C17 1.546, H29 1.095
11 C -2.2205 0.5002 -0.0779  N3 1.357, N4 1.278, C8 1.480
12 C -4.0423 -0.8689 0.9504  N5 1.317, C8 1.396, H38 1.080
13 C 0.3457 1.8908 0.6102  O1 1.325, O2 1.212, C18 1.511
14 C 2.6085 -0.9401 1.0113  C7 1.525, C10 1.536, H31 1.089, H35 1.092
15 C -6.1831 -0.8511 0.2008  N5 1.323, C19 1.386, H22 1.082
16 C 2.7572 1.4693 0.1632  C10 1.529, C18 1.534, H21 1.093, H30 1.092
17 C 3.5589 -0.5279 -1.2083  C9 1.533, C10 1.546, H26 1.090, H36 1.090
18 C 1.7401 2.0033 1.1801  C13 1.511, C16 1.534, H20 1.091, H23 1.088
19 C -5.8909 0.0699 -0.7935  C6 1.385, C15 1.386, H37 1.079
20 H 1.9423 3.0578 1.3740  C18 1.091
21 H 2.6954 2.0768 -0.7427  C16 1.093
22 H -7.1847 -1.2402 0.3273  C15 1.082
23 H 1.7909 1.4425 2.1114  C18 1.088
24 H -4.3372 1.2722 -1.6479  C6 1.082
25 H 4.4322 -2.5355 -1.3092  C9 1.089
26 H 3.0735 -0.7849 -2.1498  C17 1.090
27 H 5.0899 -1.5101 -0.0316  C9 1.091
28 H 2.3162 -2.7641 -0.1042  C7 1.091
29 H 1.5181 -0.0858 -0.6370  C10 1.095
30 H 3.7602 1.5810 0.5805  C16 1.092
31 H 1.6516 -1.0537 1.5178  C14 1.089
32 H -0.8989 1.2897 -1.4061  N3 1.015
33 H 3.5247 -2.9218 1.1789  C7 1.089
34 H -2.2890 0.5708 -2.1020  N3 1.007
35 H 3.3378 -0.5545 1.7265  C14 1.092
36 H 4.3178 0.2238 -1.4241  C17 1.090
37 H -6.6603 0.4246 -1.4616  C19 1.079
38 H -3.3283 -1.2586 1.6611  C12 1.080


# C6H16N2

A single C6H16N2 molecule in a non-equilibrium geometry (ωB97M-V with the def2-TZVPD basis set, the OMol25 dataset).

Summary:
* LUMO: 1.11 eV
* HOMO level: -8.26 eV

Last columns: bonded neighbours and bond lengths (Å).
CARTESIAN COORDINATES (ANGSTROEM)
1 N 0.5387 -1.1778 0.7108  C3 1.486, C8 1.443, H23 1.009
2 N -3.1945 -0.5210 1.1885  C4 1.443, H13 1.009, H24 1.009
3 C -0.9152 -1.2530 0.4128  N1 1.486, C4 1.523, H10 1.074, H17 1.083
4 C -1.7807 -0.2352 1.1439  N2 1.443, C3 1.523, H9 1.101, H14 1.096
5 C 1.0748 0.7116 -0.9808  C6 1.519, C7 1.531, C8 1.552, H18 1.094
6 C 2.0684 0.9585 -2.1032  C5 1.519, H16 1.093, H20 1.087, H22 1.093
7 C 0.9252 1.8982 -0.0254  C5 1.531, H12 1.096, H19 1.082, H21 1.097
8 C 1.4333 -0.6236 -0.2758  N1 1.443, C5 1.552, H11 1.078, H15 1.086
9 H -1.4620 -0.0710 2.1852  C4 1.101
10 H -1.2136 -2.1740 0.8783  C3 1.074
11 H 2.4046 -0.4637 0.1646  C8 1.078
12 H 0.9580 2.8429 -0.5800  C7 1.096
13 H -3.3451 -1.3176 1.7891  N2 1.009
14 H -1.5758 0.7884 0.8093  C4 1.096
15 H 1.5259 -1.3463 -1.0804  C8 1.086
16 H 2.0968 1.9768 -2.4998  C6 1.093
17 H -1.0168 -1.2465 -0.6657  C3 1.083
18 H 0.0795 0.5059 -1.3860  C5 1.094
19 H -0.0291 1.9382 0.4832  C7 1.082
20 H 1.8535 0.3004 -2.9409  C6 1.087
21 H 1.7486 1.8867 0.6996  C7 1.097
22 H 3.0765 0.8345 -1.7004  C6 1.093
23 H 0.6554 -0.8153 1.6448  N1 1.009
24 H -3.6883 -0.6030 0.3119  N2 1.009


# C2H5ClS

A 2-piece molecular cluster, C2H5ClS overall in a non-equilibrium geometry (ωB97M-V with the def2-TZVPD basis set, the OMol25 dataset).

Summary:
* LUMO: -0.24 eV
* HOMO level: -8.87 eV

Last columns: bonded neighbours and bond lengths (Å).
CARTESIAN COORDINATES (ANGSTROEM)
1 Cl 0.2239 -2.8190 -2.3381  H7 1.309
2 S 0.5906 0.2408 2.5155  C4 1.599
3 C -0.2104 0.6237 -0.1531  C4 1.534, H6 1.081, H8 1.137, H9 1.038
4 C -0.1114 1.0386 1.3204  S2 1.599, C3 1.534, H5 1.045
5 H -0.6811 1.8614 1.6218  C4 1.045
6 H -0.2026 1.4917 -0.7966  C3 1.081
7 H 0.9502 -2.4639 -1.3081  Cl1 1.309
8 H -1.1262 0.0682 -0.5335  C3 1.137
9 H 0.5669 -0.0415 -0.3283  C3 1.038


Calculated molar mass (g mol⁻¹), listed in the same order as above: 85.1, 329.8, 261.3, 116.2, 96.6
Calculated frontier orbital gap (eV), listed in the same order as above: 9.646, 8.307, 9.900, 9.369, 8.627
Calculated ΔE to the lowest compared entry with this formula, charge and spin (kcal per mole), listed in the same order as above: 57.3, 0.0, 52.0, 24.0, 11.4